# 1
An isolated molecule of C4H7NO. Source: the Open Molecules 2025 dataset; level of theory: wB97M-V/def2-TZVPD.

Last column: Löwdin charge in e.
CARTESIAN COORDINATES (ANGSTROEM)
C  0.7004  1.2040  0.7017  -0.076
C  -0.7461  0.8160  0.7838  -0.224
N  -1.3528  -0.2560  0.4741  0.030
C  -0.5267  -1.2719  -0.1322  -0.221
C  0.1393  -0.8600  -1.4331  -0.263
O  0.0039  0.2090  -1.9767  0.051
H  0.8240  1.9956  -0.0490  0.089
H  1.0061  1.5938  1.6794  0.079
H  1.3945  0.4031  0.4224  0.067
H  -1.3874  1.5979  1.1922  0.105
H  -1.1275  -2.1561  -0.3837  0.115
H  0.2601  -1.6217  0.5563  0.123
H  0.8125  -1.6537  -1.8351  0.123

Summary:
SMILES: C/C=N\CC=O
HOMO energy (eV): -9.533
Orbital gap (eV): 10.45
Energy relative to the best compared isomer or geometry (same formula, charge and spin) (kcal per mole): 40.0
E (a.u.): -286.56787
Spin multiplicity: 1

=====

# 2
A cluster of 2 separate species, C3H10S2 in total at a distorted geometry. Source: the Open Molecules 2025 dataset; level of theory: wB97M-V/def2-TZVPD.

Last column: Löwdin charge in e.
CARTESIAN COORDINATES (ANGSTROEM)
C  -2.0388  -2.4465  0.9100  -0.264
C  -3.4312  -2.0843  0.5596  -0.613
S  -3.1940  -0.3451  0.1370  0.645
H  -1.8294  -2.4041  1.8800  0.019
H  -1.1961  -1.9583  0.3658  0.073
H  -1.6356  -3.4474  0.7261  0.078
H  -3.7605  -2.5756  -0.3572  0.059
H  -4.1059  -2.3475  1.3444  0.070
H  -4.3897  0.3791  0.7204  -0.066
C  4.8464  1.8799  -0.1394  -0.605
S  3.3326  1.5830  -0.8416  0.630
H  5.6258  1.6184  -0.8544  0.021
H  5.0091  2.9221  0.3396  0.079
H  4.7645  1.1348  0.6190  -0.006
H  3.0422  2.7784  -1.4926  -0.120

Summary:
SMILES: CCS.CS
HOMO energy (eV): -8.847
Orbital gap (eV): 9.71
Energy relative to the best compared isomer or geometry (same formula, charge and spin) (kcal per mole): 44.8
E (a.u.): -916.59262
Spin multiplicity: 1

=====

# 3
The ion C4H4NO with charge +1 at a distorted geometry. Source: the Open Molecules 2025 dataset; level of theory: wB97M-V/def2-TZVPD.

Last column: Löwdin charge in e.
CARTESIAN COORDINATES (ANGSTROEM)
C  0.8502  -0.5635  1.2002  0.000
C  0.4642  0.1937  0.0647  -0.070
C  0.5294  0.7889  -1.0764  0.205
C  -0.8004  0.4033  -0.7618  -0.052
N  -1.9431  0.1506  -0.9036  0.063
O  -2.9921  0.0705  -1.2956  0.308
H  -0.0254  -1.2071  1.3313  0.105
H  0.9342  0.0905  2.1545  0.152
H  1.8518  -1.1581  1.0733  0.161
H  1.1314  1.2312  -1.7865  0.128

Summary:
SMILES: Cc1cc1=[N+]=O
HOMO energy (eV): -15.000
Orbital gap (eV): 8.25
Energy relative to the best compared isomer or geometry (same formula, charge and spin) (kcal per mole): 91.8
Charge: +1
E (a.u.): -284.30972
Spin multiplicity: 1

=====

# 4
A cluster of 5 separate species, C36H67N6O3 in total at a distorted geometry. Source: the Open Molecules 2025 dataset; level of theory: wB97M-V/def2-TZVPD.

Last column: Löwdin charge in e.
CARTESIAN COORDINATES (ANGSTROEM)
C  5.7799  -1.5778  0.6123  -0.049
C  6.4444  -0.5179  -0.0743  -0.135
C  6.0929  0.9983  0.1423  -0.085
C  4.8100  1.3626  -0.7673  -0.363
C  3.5618  1.1643  0.1742  -0.117
C  3.3199  2.3343  1.1941  -0.173
C  3.7573  1.9740  2.6909  -0.180
C  5.0321  2.8370  3.0960  -0.285
N  6.0444  2.0605  3.8651  -0.036
N  5.0186  2.7479  -1.2216  -0.020
C  3.9755  3.2255  -2.1467  -0.206
C  2.9950  4.3211  -1.5563  -0.183
C  1.5359  3.6899  -1.5536  -0.208
C  0.4861  4.5350  -0.7423  -0.201
C  -0.2088  3.7886  0.4500  -0.207
C  -0.8154  2.3790  0.0822  -0.196
C  -0.9394  1.5487  1.4088  -0.192
C  -2.4043  1.2758  1.9455  -0.193
C  -3.5073  2.3299  1.5665  -0.150
C  -4.3480  1.9721  0.2555  -0.218
O  -4.5983  0.5728  0.1137  -0.225
C  -3.7053  -0.0546  -0.7980  -0.116
C  4.8573  0.2980  -1.9523  -0.689
O  5.6694  0.4312  -2.8882  -0.056
O  3.9991  -0.6507  -1.8906  -0.088
H  6.1793  -2.0706  1.5279  0.040
H  4.7906  -1.9643  0.2537  0.062
H  7.2213  -0.8247  -0.8155  0.084
H  6.9530  1.6536  -0.1155  0.116
H  5.8317  1.0795  1.2157  0.071
H  2.6481  0.8713  -0.4030  0.104
H  3.7996  0.2589  0.7888  0.094
H  3.8447  3.2813  0.9502  0.082
H  2.2228  2.5252  1.2450  0.075
H  2.9177  2.2120  3.3972  0.094
H  3.9849  0.8829  2.7831  0.095
H  5.5693  3.1737  2.1722  0.097
H  4.7008  3.7440  3.6627  0.107
H  5.7618  1.9574  4.8392  0.050
H  6.0740  1.1231  3.4618  0.045
H  5.9218  2.7829  -1.6920  0.098
H  3.3529  2.4229  -2.6085  0.121
H  4.5139  3.7222  -2.9990  0.115
H  3.2901  4.7151  -0.5605  0.091
H  2.9916  5.1906  -2.2663  0.097
H  1.1969  3.7001  -2.6228  0.105
H  1.6661  2.6434  -1.2090  0.073
H  1.0563  5.3912  -0.2851  0.101
H  -0.2617  5.0281  -1.4174  0.093
H  0.4341  3.7612  1.3618  0.091
H  -1.0926  4.4249  0.7411  0.101
H  -1.7593  2.5163  -0.4814  0.055
H  -0.1390  1.7951  -0.5943  0.103
H  -0.4786  0.5419  1.2223  0.106
H  -0.3309  1.9845  2.2417  0.097
H  -2.3322  1.2884  3.0666  0.102
H  -2.6726  0.2265  1.6858  0.087
H  -3.0710  3.3536  1.4820  0.103
H  -4.2521  2.3564  2.3944  0.098
H  -3.9345  2.4176  -0.6798  0.062
H  -5.3471  2.4579  0.4131  0.116
H  -4.2369  -0.8816  -1.3409  0.084
H  -2.8335  -0.5561  -0.2935  0.089
H  -3.2704  0.6266  -1.5643  0.070
C  -6.8338  -2.0250  0.7807  -0.099
C  -6.2718  -3.2353  0.0438  -0.268
C  -7.1233  -4.4958  0.2265  -0.182
C  -7.1939  -4.8636  1.6615  -0.205
N  -7.2486  -5.1456  2.7703  0.157
H  -6.8570  -2.1865  1.8606  0.073
H  -6.2124  -1.1467  0.5982  0.053
H  -7.8496  -1.7982  0.4450  0.078
H  -5.2540  -3.4236  0.3952  0.115
H  -6.2057  -3.0040  -1.0221  0.105
H  -6.6882  -5.3282  -0.3293  0.114
H  -8.1359  -4.3316  -0.1473  0.117
C  -2.3794  6.1286  -4.6338  -0.111
C  -1.8197  4.9108  -5.3609  -0.262
C  -2.6797  3.6575  -5.1734  -0.174
C  -2.7565  3.3036  -3.7364  -0.179
N  -2.8160  3.0346  -2.6252  0.191
H  -2.4087  5.9731  -3.5534  0.067
H  -1.7523  7.0024  -4.8186  0.073
H  -3.3919  6.3589  -4.9758  0.075
H  -0.8050  4.7187  -5.0033  0.110
H  -1.7471  5.1347  -6.4279  0.107
H  -2.2470  2.8187  -5.7210  0.118
H  -3.6900  3.8242  -5.5526  0.117
C  -8.3389  -7.7898  4.4899  -0.119
C  -8.2052  -7.6059  5.9968  -0.266
C  -8.4721  -8.8935  6.7830  -0.191
C  -9.8541  -9.3711  6.5317  -0.240
N  -10.9220  -9.7372  6.3376  0.134
H  -9.3545  -8.0787  4.2089  0.070
H  -8.1109  -6.8559  3.9730  0.015
H  -7.6499  -8.5570  4.1259  0.078
H  -8.8975  -6.8252  6.3221  0.112
H  -7.1957  -7.2549  6.2238  0.109
H  -8.3508  -8.7139  7.8527  0.111
H  -7.7682  -9.6746  6.4889  0.116
C  9.6835  -3.3664  -3.5947  -0.120
C  8.2575  -3.3621  -4.1357  -0.269
C  7.2390  -2.8201  -3.1295  -0.175
C  7.2326  -3.6619  -1.9072  -0.239
N  7.2293  -4.3144  -0.9626  0.139
H  9.7808  -4.0193  -2.7249  0.066
H  10.3783  -3.7320  -4.3545  0.064
H  9.9955  -2.3596  -3.3058  0.076
H  7.9848  -4.3810  -4.4255  0.106
H  8.2216  -2.7504  -5.0404  0.106
H  6.2389  -2.8234  -3.5645  0.124
H  7.4816  -1.7921  -2.8531  0.101

Summary:
HOMO energy (eV): -3.682
Orbital gap (eV): 5.62
Energy relative to the best compared isomer or geometry (same formula, charge and spin) (kcal per mole): 0.0
Charge: -1
E (a.u.): -1965.96518
Spin multiplicity: 1

=====

# 5
A cluster of 2 separate species, C4H3N3O in total at a distorted geometry. Source: the Open Molecules 2025 dataset; level of theory: wB97M-V/def2-TZVPD.

Last column: Löwdin charge in e.
CARTESIAN COORDINATES (ANGSTROEM)
C  0.2602  -0.1639  1.0074  -0.095
C  -0.2254  0.3011  -0.2553  -0.424
C  1.6731  -1.5000  -1.5853  -0.029
C  0.4371  0.2816  -1.4807  0.089
N  -0.6132  0.1452  1.9358  0.063
N  -1.4100  0.8988  -0.0011  0.108
N  -1.5604  0.8063  1.2864  -0.075
O  2.8073  -1.5691  -1.5071  0.068
H  1.1508  -0.7243  1.1952  0.104
H  -0.1809  0.3005  -2.3726  0.030
H  -2.3384  1.2239  1.7774  0.161

Summary:
HOMO energy (alpha / beta) (eV): -8.280 / -8.398
Orbital gap (alpha / beta) (eV): 7.28 / 7.37
Energy relative to the best compared isomer or geometry (same formula, charge and spin) (kcal per mole): 97.7
E (a.u.): -393.56365
Spin multiplicity: 1